Below is a molecular structure, C15H41F3MnO20P4S, with properties calculated with ωB97M-V with the def2-TZVPD basis set.

Summary:
Multiplicity ... 6
Expectation value of S² ... 8.75
Total charge ... 0
Kohn-Sham gap (alpha / beta) ... 7.93 / 8.59 eV

```
85
C15H41F3MnO20P4S (ωB97M-V with the def2-TZVPD basis set)
Mn 0.05 0.14 0.74
C 2.95 -3.02 2.73
F 3.49 -2.02 3.47
F 3.60 -3.05 1.54
F 3.11 -4.19 3.31
S 1.16 -2.64 2.59
O 0.71 -3.67 1.69
O 0.71 -2.70 3.97
O 1.20 -1.34 1.91
C 2.64 1.71 2.42
C 1.20 2.06 2.83
O 0.26 1.78 1.84
H 2.91 2.07 1.39
H 2.77 0.61 2.36
H 3.36 2.04 3.19
H 1.19 3.19 2.95
H 0.94 1.68 3.77
C -1.56 0.67 -3.88
O -1.08 1.87 -3.20
P -1.80 2.21 -1.75
O -1.52 1.23 -0.73
O -1.30 3.68 -1.49
C -0.18 3.75 -0.56
O -3.38 2.36 -1.99
C -3.90 3.14 -3.08
H -2.10 0.91 -4.75
H -2.18 -0.04 -3.23
H -0.62 0.20 -4.26
H -0.21 4.72 -0.08
H 0.72 3.66 -1.16
H -0.31 2.93 0.11
H -4.29 4.08 -2.69
H -4.70 2.53 -3.46
H -3.13 3.35 -3.86
C -3.15 2.48 2.48
O -3.77 1.11 2.17
P -2.83 -0.18 2.49
O -1.73 -0.57 1.63
O -2.41 0.03 3.97
C -1.05 -0.19 4.55
O -3.88 -1.31 2.54
C -5.00 -1.24 3.45
H -3.88 3.15 2.00
H -2.17 2.54 2.02
H -3.17 2.66 3.52
H -0.39 0.17 3.80
H -0.87 -1.26 4.73
H -0.96 0.50 5.46
H -5.59 -2.11 3.31
H -5.70 -0.44 3.24
H -4.59 -1.29 4.44
C 3.83 3.76 -0.53
O 2.99 2.89 -1.41
P 2.86 1.33 -1.46
O 1.49 0.87 -1.13
O 3.21 1.08 -2.97
C 2.73 -0.07 -3.74
O 4.05 0.74 -0.60
C 4.25 -0.67 -0.59
H 3.12 4.49 -0.11
H 4.64 4.16 -1.12
H 4.13 3.15 0.29
H 1.66 -0.05 -3.78
H 3.10 -0.91 -3.22
H 3.15 -0.09 -4.76
H 4.52 -1.00 -1.57
H 3.44 -1.30 -0.15
H 5.09 -0.71 0.10
C -0.65 -3.01 -4.31
O -0.80 -2.07 -3.15
P -0.59 -2.46 -1.65
O 0.21 -1.53 -0.88
O -2.02 -2.67 -1.15
C -2.36 -3.46 0.05
O 0.13 -3.90 -1.80
C 1.58 -4.02 -1.60
H -1.48 -3.78 -4.28
H 0.34 -3.47 -4.19
H -0.66 -2.30 -5.15
H -2.72 -4.47 -0.25
H -3.15 -2.86 0.55
H -1.46 -3.49 0.69
H 1.86 -5.01 -1.88
H 1.91 -3.96 -0.55
H 2.00 -3.17 -2.16
```

Results of the Löwdin charge analysis, in e, for atoms 1 through 2: 0.8729, -0.6595